The following is a quantum chemistry calculation of the molecule C11H15ClSi, from OMol25.

Output
Energy above the lowest of the compared OMol25 structures with the same formula, charge and spin = 0.0 kJ/mol
Energy = -32050.4357 eV
Charge = 0

Atoms and positions in Å:
C: 2.13323 0.37906 -1.95163
Si: 1.76152 0.87229 -0.09685
C: 3.11322 0.55166 1.13866
Cl: 1.40270 2.88548 -0.07528
C: 0.26874 -0.47494 0.15598
C: -1.16831 0.03428 0.11566
C: -1.98861 -0.55723 -0.86142
C: -3.32879 -0.24370 -0.96950
C: -3.79454 0.81885 -0.13756
C: -2.97961 1.33764 0.86515
C: -1.68028 1.00878 0.95248
C: 0.61076 -1.84550 -0.28494
C: 0.59288 -1.56319 1.16716
H: 1.46655 -0.39564 -2.10937
H: 2.03724 1.16668 -2.61116
H: 3.08041 -0.04067 -2.01911
H: 3.52831 -0.40836 1.09922
H: 3.99076 1.22734 1.03451
H: 2.84733 0.57675 2.15961
H: -1.61692 -1.42505 -1.38657
H: -4.01612 -0.64454 -1.66233
H: -4.88905 1.04507 -0.16204
H: -3.12923 2.17176 1.54339
H: -1.09236 1.41825 1.79971
H: 1.59330 -2.11650 -0.72870
H: -0.07901 -2.61228 -0.48811
H: -0.21069 -1.83270 1.82931
H: 1.54653 -1.33361 1.68374

The following is a quantum chemistry calculation of the ion C11H15F6INO5S with charge -1, from OMol25.

Output
Energy = -58620.0638 eV
Charge = -1

Atoms and positions in Å:
C: -2.41054 -0.68295 3.07712
C: -2.41073 -1.56722 1.81837
C: -2.73239 -0.79717 0.55368
O: -1.77628 0.19187 0.25919
C: -1.38624 0.18103 -1.10701
C: -0.14671 1.04723 -1.40811
C: -0.22171 1.16708 -3.01006
O: -0.77268 0.20151 -3.59316
O: 0.29149 2.16122 -3.54726
N: 1.02493 0.39960 -0.88593
C: 1.22623 0.49709 0.55849
C: 1.37712 -0.91631 1.19034
C: 2.45091 -0.98359 2.26227
I: 1.68505 -0.07232 4.06016
C: 2.20864 0.36274 -1.65445
F: 2.59736 1.52483 -2.17831
F: 3.25703 0.02860 -0.83055
C: 2.26125 -0.77741 -2.76624
F: 2.25755 -0.29231 -3.98873
F: 1.21840 -1.59147 -2.59648
F: 3.34634 -1.55023 -2.62196
S: -0.36134 2.78723 -0.79374
O: 0.90223 3.43348 -0.76039
O: -1.05918 2.83808 0.45106
F: -1.26952 3.53989 -1.82218
H: -2.02380 0.31522 2.87719
H: -1.82486 -1.12615 3.87856
H: -3.44789 -0.58734 3.39671
H: -1.50540 -2.16900 1.74335
H: -3.22159 -2.28895 1.95676
H: -3.69140 -0.28635 0.71617
H: -2.87499 -1.51672 -0.25790
H: -1.15803 -0.81895 -1.47060
H: -2.22599 0.54382 -1.70475
H: 2.05680 1.14268 0.84580
H: 0.37168 0.93837 1.05965
H: 0.39097 -1.20925 1.54157
H: 1.60313 -1.58376 0.35605
H: 3.33418 -0.46074 1.91317
H: 2.65998 -2.02337 2.48216

The following is a quantum chemistry calculation of the molecule C11H15FO2, from OMol25.

Output
Energy above the lowest of the compared OMol25 structures with the same formula, charge and spin = 0.0 kJ/mol
Energy = -18464.4493 eV
Charge = 0

Atoms and positions in Å:
O: -3.09871 2.36980 1.74623
C: -1.91102 2.09360 1.87865
O: -1.15329 2.56618 2.88769
C: -1.28084 1.16225 0.83911
C: -2.04020 -0.15100 0.75510
C: -1.39501 -1.06422 -0.29030
C: 0.09441 -1.34883 0.10480
C: 0.86881 -0.02046 0.11652
C: 0.82529 0.67029 -1.26113
C: -0.63443 0.96403 -1.65311
F: -0.73768 1.57077 -2.86341
C: -1.41199 -0.35558 -1.66593
C: -1.24936 1.84497 -0.55968
C: 0.22315 0.88880 1.16511
H: -1.65178 3.26973 3.36219
H: -2.03739 -0.68616 1.72804
H: -3.09802 0.04637 0.51518
H: -1.87882 -2.04703 -0.34354
H: 0.50847 -2.06983 -0.59327
H: 0.13697 -1.79413 1.08693
H: 1.89899 -0.20411 0.42261
H: 1.41984 1.59224 -1.30563
H: 1.21362 0.03812 -2.07502
H: -2.46082 -0.15711 -1.97080
H: -0.95718 -1.06391 -2.39043
H: -2.25714 2.14884 -0.84219
H: -0.63513 2.75112 -0.44111
H: 0.73190 1.83897 1.22919
H: 0.31749 0.46557 2.18299

The following is a quantum chemistry calculation of a structure of composition C11H15IN5RhS3SbSi, from OMol25.

Output
Multiplicity = 6
Energy above the lowest of the compared OMol25 structures with the same formula, charge and spin = 21.9 kJ/mol
Energy = -77134.6405 eV
Charge = -2
Expectation value of S² = 8.782

Atoms and positions in Å:
Rh: -1.84856 0.57458 -0.15981
C: -0.73598 4.19156 -0.65420
C: 0.31885 3.14723 -0.86374
C: 1.60424 3.47425 -1.26143
C: 2.53711 2.43313 -1.39921
C: 2.18911 1.13523 -1.14209
C: 0.84918 0.84048 -0.72892
N: -0.03038 1.87745 -0.61878
N: 0.32025 -0.33407 -0.44043
Si: 0.96345 -1.89770 -0.30390
C: 1.66152 -2.16968 1.40641
C: 2.34845 -2.28306 -1.52578
C: -0.38167 -3.14056 -0.62112
H: -0.33993 5.18605 -0.86513
H: -1.09899 4.15789 0.37670
H: -1.59830 4.00160 -1.29492
H: 1.87111 4.50691 -1.44647
H: 3.55091 2.66190 -1.71296
H: 2.89962 0.32622 -1.24906
H: 2.52630 -1.51762 1.58130
H: 1.97320 -3.21081 1.55799
H: 0.89630 -1.92297 2.15315
H: 3.31244 -1.85650 -1.22076
H: 2.10033 -1.89737 -2.52292
H: 2.46916 -3.37195 -1.60071
H: -1.32438 -2.81217 -0.16893
H: -0.12239 -4.12519 -0.21005
H: -0.55821 -3.24227 -1.69874
S: -3.04255 4.39998 3.27785
Sb: -3.07985 2.21468 2.57372
S: -0.93003 1.31315 2.36750
S: -3.52477 2.25604 0.19081
I: -2.41769 -0.11553 -2.70927
N: -2.62960 -5.19262 2.73186
C: -2.60705 -4.02986 2.67240
N: -2.59199 -2.71839 2.73300
C: -2.69093 -1.85187 1.79632
N: -2.83826 -1.00812 1.00035